1.
C21H26N2O5S | ωB97M-V/def2-TZVPD

Positions of all 55 atoms, in Å:
1 C -2.4637 -1.5005 -2.8923
2 O -2.8260 -1.6520 -1.5385
3 C -1.8345 -1.8342 -0.6204
4 C -0.4832 -1.8645 -0.9266
5 C 0.4653 -2.0662 0.0645
6 S 2.1534 -2.1023 -0.5684
7 O 3.0253 -2.8339 0.3049
8 O 2.0963 -2.5026 -1.9448
9 N 2.6771 -0.5166 -0.5555
10 C 2.7486 0.0838 0.7565
11 C 3.5321 1.4007 0.6586
12 N 3.0157 2.3163 -0.3337
13 C 1.9638 3.2293 0.0744
14 C 0.5809 2.6578 0.3074
15 C 0.2053 2.1962 1.5604
16 C -1.0545 1.6534 1.8069
17 C -1.9282 1.5998 0.7499
18 C -1.5614 2.0566 -0.5166
19 C -0.3224 2.5927 -0.7598
20 O -2.6085 1.8892 -1.3823
21 C -3.6666 1.3587 -0.6115
22 O -3.2232 1.1597 0.7157
23 C 2.8610 1.6560 -1.6108
24 C 2.0614 0.3469 -1.5369
25 C 0.1012 -2.2166 1.3922
26 C 1.0777 -2.4230 2.5078
27 C -1.2643 -2.1899 1.6785
28 C -2.2374 -2.0173 0.7137
29 C -3.6909 -2.0337 1.0691
30 H -1.8714 -0.5933 -3.0473
31 H -3.4023 -1.4152 -3.4385
32 H -1.9072 -2.3676 -3.2586
33 H -0.1231 -1.7809 -1.9380
34 H 3.2700 -0.6228 1.4021
35 H 1.7389 0.2682 1.1527
36 H 3.5500 1.8955 1.6308
37 H 4.5607 1.1611 0.3683
38 H 1.8997 3.9945 -0.7059
39 H 2.3101 3.7140 0.9915
40 H 0.9043 2.2719 2.3804
41 H -1.3394 1.3033 2.7844
42 H -0.0623 2.9589 -1.7396
43 H -4.5116 2.0672 -0.6119
44 H -3.9890 0.3983 -1.0389
45 H 2.3893 2.3418 -2.3157
46 H 3.8666 1.4171 -1.9730
47 H 2.0981 -0.1791 -2.4911
48 H 1.0127 0.5516 -1.2733
49 H 2.0264 -2.7829 2.1247
50 H 0.6805 -3.1435 3.2200
51 H 1.2442 -1.4862 3.0405
52 H -1.5761 -2.3291 2.7039
53 H -4.2709 -2.4652 0.2575
54 H -4.0429 -1.0161 1.2340
55 H -3.8556 -2.6054 1.9785

Kohn-Sham gap	8.80	eV
E_HOMO	-8.14	eV
E	-46250.7617	eV



2.
C5H11NO | ωB97M-V/def2-TZVPD

Positions of all 18 atoms, in Å:
1 C 0.8159 2.1595 0.3546
2 C 0.0763 1.0717 1.1188
3 N -0.5463 0.1404 0.1829
4 C -1.2184 -1.0209 0.7265
5 C 0.0639 -1.1635 -0.0096
6 C 0.1189 -1.6585 -1.4574
7 O -0.0595 -0.6135 -2.3798
8 H 1.2832 2.8753 1.0388
9 H 0.1155 2.7012 -0.2887
10 H 1.5954 1.7284 -0.2828
11 H 0.7579 0.5499 1.8133
12 H -0.7216 1.5163 1.7253
13 H -1.2041 -1.1668 1.8072
14 H -2.1582 -1.2787 0.2401
15 H 0.9390 -1.3794 0.6061
16 H 1.0943 -2.1234 -1.6444
17 H -0.6438 -2.4392 -1.6026
18 H -0.4533 0.1134 -1.8673

Kohn-Sham gap	10.80	eV
E_HOMO	-9.68	eV
E	-8899.6202	eV



3.
C5H8N | ωB97M-V/def2-TZVPD

Positions of all 14 atoms, in Å:
1 C 1.9706 -0.1885 -0.0118
2 C 0.7535 0.4054 0.5577
3 N -0.2180 0.8160 -0.5035
4 C -1.5766 0.7169 0.1665
5 C -1.7276 -0.8477 -0.1045
6 C -0.5359 -0.2922 0.6172
7 H 1.5436 -1.1018 -0.6115
8 H 2.7011 -0.6182 0.7154
9 H 2.5522 0.5827 -0.6187
10 H 0.7643 1.0593 1.5344
11 H -0.0899 0.4540 -1.5274
12 H -2.0954 1.6615 0.4986
13 H -2.4405 -1.4667 0.4713
14 H -1.6012 -1.1807 -1.1838

Kohn-Sham gap	11.61	eV
charge	+1
E_HOMO	-15.84	eV
E	-6792.4785	eV



4.
C6H6BCl4NS | ωB97M-V/def2-TZVPD

Positions of all 19 atoms, in Å:
1 Cl -2.6015 -2.7475 -3.6422
2 C -1.8793 -2.9271 -2.0280
3 Cl -3.1594 -2.8686 -0.7971
4 Cl -1.0329 -4.4864 -1.9283
5 Cl -0.7238 -1.6043 -1.7435
6 S 0.4147 3.1225 3.4639
7 B 0.0661 1.3264 3.0009
8 C 0.5726 0.9129 1.4852
9 C -0.4824 1.1116 0.3857
10 C -0.0137 0.7732 -1.0801
11 C 1.4708 0.2907 -1.1019
12 C 2.3777 0.1156 0.1246
13 N 1.9047 0.4352 1.4237
14 H 0.3738 3.7624 2.2121
15 H -0.4695 0.5821 3.7390
16 H -1.5404 1.5107 0.5803
17 H -0.6661 0.9020 -1.9970
18 H 1.9219 0.0298 -2.1257
19 H 3.4667 -0.2412 0.0283

Kohn-Sham gap	8.92	eV
E_HOMO	-9.13	eV
E	-69406.9303	eV



5.
C4H7NO | ωB97M-V/def2-TZVPD

Positions of all 13 atoms, in Å:
1 C -1.3501 -0.6100 0.5282
2 C 0.0558 -0.6686 -0.0495
3 C 0.3291 0.3715 -1.1587
4 N 1.0669 1.4487 -0.4863
5 C 1.3828 0.9767 0.6449
6 O 0.9860 -0.2687 0.9885
7 H -1.3496 -1.0212 1.5416
8 H -2.0536 -1.1894 -0.0784
9 H -1.7066 0.4253 0.5768
10 H 0.3213 -1.6888 -0.3399
11 H 0.9478 -0.0277 -1.9716
12 H -0.5944 0.7619 -1.5998
13 H 1.9647 1.4903 1.4040

Kohn-Sham gap	10.60	eV
E_HOMO	-9.59	eV
E	-7798.6650	eV



6.
C17H18BBrMgN6O2 | ωB97M-V/def2-TZVPD

Positions of all 46 atoms, in Å:
1 H -3.1019 0.1851 2.2720
2 N -2.4472 0.0155 0.2380
3 B -2.2815 -0.8604 -2.2631
4 N -2.9441 -0.7138 -0.8455
5 C -4.1400 -1.2545 -0.5020
6 Mg -1.0768 1.6312 0.4611
7 H -4.7366 -1.7923 -1.2259
8 C -4.3751 -0.9933 0.8451
9 H -5.2229 -1.3029 1.4297
10 C -3.2883 -0.2166 1.2810
11 H -3.2043 -0.9979 -3.0659
12 C 3.7408 -1.5108 -0.3459
13 H 4.6165 -0.8554 -0.3621
14 H 2.8725 -0.9872 0.0784
15 H 3.5411 -1.8003 -1.3793
16 N -1.4376 -2.1957 -2.5786
17 N -1.6194 0.5309 -2.5802
18 N -0.2849 -2.5641 -1.8890
19 N -1.0017 1.3845 -1.6589
20 C -1.6886 -3.1327 -3.5399
21 C -1.6332 1.1326 -3.7947
22 H -2.5416 -3.0465 -4.1988
23 H -2.1314 0.6841 -4.6444
24 C -0.6915 -4.1178 -3.4847
25 C -0.9361 2.3315 -3.7088
26 C 0.1654 -3.7017 -2.4298
27 C -0.5368 2.4447 -2.3698
28 H -0.5870 -5.0072 -4.0808
29 H -0.7785 3.0496 -4.4969
30 H 1.0605 -4.1832 -2.0592
31 H 0.0159 3.2583 -1.9085
32 H 3.9467 -2.3751 0.2422
33 Br -0.0825 0.3631 4.4023
34 C 1.4819 1.4358 4.3796
35 C 2.3447 1.6209 5.4686
36 C 3.5832 2.2446 5.2550
37 C 4.0241 2.5060 3.9602
38 C 3.1617 2.2991 2.8711
39 C 1.8374 1.9210 3.1021
40 C 0.8392 1.8685 1.9739
41 O -0.0445 2.8134 1.8558
42 O 0.7993 0.8866 1.1483
43 H 2.0554 1.2468 6.4461
44 H 4.2234 2.4771 6.1020
45 H 5.0455 2.8431 3.7760
46 H 3.4587 2.4352 1.8244

Kohn-Sham gap	8.11	eV
E_HOMO	-8.32	eV
E	-107124.0327	eV



7.
C3H4N4 | ωB97M-V/def2-TZVPD

Positions of all 11 atoms, in Å:
1 C -2.1634 -1.3969 -1.2873
2 C 0.6454 -0.6958 -0.0162
3 C -0.6307 0.3697 -0.5963
4 N -2.7316 -2.3808 -1.1299
5 N 1.1800 -1.2246 -1.0725
6 N 0.8942 -1.6132 -2.1158
7 N -1.3952 -0.3832 -1.4874
8 H 1.2159 -0.1346 0.6334
9 H 0.2427 -1.5986 0.5666
10 H -1.1280 0.5633 0.3154
11 H -0.3823 1.2262 -1.2230

Kohn-Sham gap (spin up / spin down)	6.77 / 7.76	eV
E_HOMO (spin up / spin down)	-8.33 / -8.75	eV
E	-9131.3083	eV



8.
C18H24MnN3O2S | ωB97M-V/def2-TZVPD

Positions of all 49 atoms, in Å:
1 Mn -0.1202 -0.1204 0.8963
2 O 1.1640 -1.0771 -2.3244
3 C 1.2086 -1.1115 -1.1021
4 N 1.6245 -0.1758 -0.2157
5 C 1.9608 1.0906 -0.8511
6 C 0.9519 2.1697 -0.5419
7 C 1.3115 3.5085 -0.6543
8 C 0.3422 4.4782 -0.4880
9 C -0.9621 4.0883 -0.1940
10 C -1.2283 2.7467 -0.0412
11 N -0.2922 1.7952 -0.2031
12 C 0.6305 -2.3389 -0.4346
13 C 1.3019 -3.5454 -0.4111
14 C 0.6464 -4.6289 0.1474
15 C -0.6391 -4.4566 0.6664
16 C -1.2118 -3.2008 0.6405
17 N -0.5944 -2.1408 0.0952
18 H 1.9662 0.9598 -1.9394
19 H 2.9570 1.4298 -0.5620
20 H 2.3342 3.7697 -0.8883
21 H 0.5913 5.5266 -0.5854
22 H -1.7530 4.8142 -0.0720
23 H -2.2236 2.4027 0.2121
24 H 2.2953 -3.6187 -0.8286
25 H 1.1213 -5.6001 0.1861
26 H -1.1820 -5.2855 1.0969
27 H -2.1983 -3.0275 1.0512
28 C -1.9059 -1.7981 5.0409
29 C -2.0977 -0.4090 5.6446
30 C -2.2141 0.7055 4.6127
31 S -0.7285 1.2128 3.7176
32 O -0.2307 -0.0188 2.9354
33 C 0.4632 1.4543 5.0694
34 C 1.3570 0.2500 5.3570
35 C 2.5596 0.1577 4.4216
36 H -1.8306 -2.5477 5.8272
37 H -1.0071 -1.8528 4.4285
38 H -2.7585 -2.0618 4.4121
39 H -1.2998 -0.1831 6.3544
40 H -3.0227 -0.3938 6.2252
41 H -2.5594 1.6458 5.0513
42 H -2.9133 0.4431 3.8145
43 H -0.1450 1.7432 5.9278
44 H 1.0543 2.3209 4.7716
45 H 0.7778 -0.6728 5.3224
46 H 1.7074 0.3590 6.3855
47 H 2.2523 0.0421 3.3832
48 H 3.1808 -0.6969 4.6854
49 H 3.1775 1.0538 4.5010

Kohn-Sham gap (spin up / spin down)	8.94 / 8.99	eV
charge	+1
2S+1	6
E_HOMO (spin up / spin down)	-11.36 / -11.74	eV
E	-69771.9300	eV



9.
C5H8N2O | ωB97M-V/def2-TZVPD

Positions of all 16 atoms, in Å:
1 C 2.3021 0.0952 -0.0850
2 C 0.7776 0.1303 -0.0618
3 O 0.1718 -0.9886 -0.8083
4 C -1.1996 -0.8374 -0.7361
5 N -1.9637 -1.9569 -1.1437
6 C -1.4292 0.3787 -0.1307
7 C -0.2219 0.9893 0.2648
8 N -0.2290 2.1580 1.0364
9 H 2.8868 -0.0602 -0.9970
10 H 2.7084 -0.7622 0.5378
11 H 2.6824 0.9615 0.4327
12 H -1.0667 -2.6967 -1.4715
13 H -2.6616 -2.4566 -0.3106
14 H -2.4209 0.6227 0.2729
15 H 0.6873 2.3677 1.5096
16 H -1.0236 2.0552 1.6902

Kohn-Sham gap	8.22	eV
E_HOMO	-7.44	eV
E	-10340.0574	eV



10.
C43H56AsIrN5O3P2SSe2Si3 | ωB97M-V/def2-TZVPD

Positions of all 117 atoms, in Å:
1 Ir 0.0993 -1.1906 -0.1587
2 Se 0.6985 5.5471 1.7483
3 P 1.9902 4.6123 0.3868
4 C 3.7460 4.7384 0.7645
5 C 4.6497 5.2770 -0.1437
6 C 5.9907 5.3788 0.2015
7 C 6.4231 4.9407 1.4431
8 C 5.5174 4.4058 2.3525
9 C 4.1788 4.3100 2.0185
10 C 1.7648 5.1344 -1.3327
11 C 2.0989 4.2999 -2.3977
12 C 1.9141 4.7354 -3.7008
13 C 1.4107 6.0064 -3.9437
14 C 1.0897 6.8436 -2.8841
15 C 1.2583 6.4075 -1.5783
16 C 1.7478 2.8080 0.2805
17 C 0.5906 2.0142 0.1774
18 N 1.0103 0.7637 -0.0696
19 N 2.3070 0.8048 -0.0300
20 N 2.8070 1.9869 0.1607
21 P -1.1746 2.1281 0.3804
22 Se -1.7664 -0.0101 0.6954
23 C -1.6410 2.9365 1.8994
24 C -2.6933 3.8450 1.9170
25 C -3.0598 4.4298 3.1199
26 C -2.3818 4.1028 4.2842
27 C -1.3443 3.1771 4.2629
28 C -0.9726 2.5868 3.0713
29 C -1.8842 2.9232 -1.0501
30 C -1.6591 4.2916 -1.2274
31 C -2.1083 4.8978 -2.3876
32 C -2.7719 4.1524 -3.3552
33 C -2.9942 2.7957 -3.1710
34 C -2.5462 2.1736 -2.0159
35 H 4.3137 5.6203 -1.1135
36 H 6.6951 5.8046 -0.5003
37 H 7.4685 5.0233 1.7095
38 H 5.8556 4.0756 3.3257
39 H 3.4639 3.9195 2.7333
40 H 2.5073 3.3127 -2.2174
41 H 2.1676 4.0836 -4.5263
42 H 1.2719 6.3457 -4.9619
43 H 0.7060 7.8378 -3.0730
44 H 0.9920 7.0462 -0.7448
45 H -3.2148 4.1022 1.0045
46 H -3.8720 5.1434 3.1454
47 H -2.6654 4.5683 5.2188
48 H -0.8225 2.9243 5.1757
49 H -0.1629 1.8660 3.0488
50 H -1.1404 4.8689 -0.4688
51 H -1.9362 5.9550 -2.5372
52 H -3.1195 4.6355 -4.2589
53 H -3.5117 2.2189 -3.9257
54 H -2.7100 1.1165 -1.8630
55 N 4.0901 -0.8249 0.7629
56 C 2.9428 -0.6604 -0.0268
57 N 1.9165 -1.4146 0.5767
58 C 2.4111 -1.9737 1.7493
59 C 1.8272 -2.7767 2.6997
60 C 2.5876 -3.1489 3.8141
61 C 3.8918 -2.7225 3.9699
62 C 4.4933 -1.9089 3.0021
63 C 3.7412 -1.5533 1.9124
64 H 4.8460 -0.1625 0.7349
65 H 3.0945 -0.7803 -1.0923
66 H 0.8141 -3.1198 2.5884
67 H 2.1381 -3.7875 4.5636
68 H 4.4607 -3.0226 4.8390
69 H 5.5200 -1.5821 3.1069
70 C -4.5740 -1.5062 0.6207
71 Si -3.7504 -2.3849 -0.8307
72 C -4.8962 -3.8044 -1.2377
73 C -3.5455 -1.3343 -2.3717
74 As -1.5400 -3.1770 -0.2977
75 Si -1.8000 -4.0172 1.9222
76 C -3.5386 -4.6356 2.2462
77 C -1.5590 -2.6341 3.1610
78 C -0.5664 -5.4158 2.0174
79 Si -1.4463 -5.2131 -1.7047
80 C -2.8177 -6.3266 -1.0583
81 C -1.9096 -4.6354 -3.4146
82 C 0.1141 -6.2212 -1.5710
83 H -5.5049 -2.0306 0.8480
84 H -4.8264 -0.4754 0.3647
85 H -3.9768 -1.4806 1.5302
86 H -5.8816 -3.3523 -1.3963
87 H -4.9969 -4.5191 -0.4213
88 H -4.6357 -4.3374 -2.1489
89 H -4.2914 -0.5373 -2.4221
90 H -3.6824 -1.9715 -3.2479
91 H -2.5482 -0.9000 -2.4444
92 H -4.2821 -3.8563 2.0733
93 H -3.5895 -4.8941 3.3089
94 H -3.8278 -5.5219 1.6873
95 H -2.4768 -2.0458 3.2337
96 H -0.7322 -1.9585 2.9533
97 H -1.3886 -3.0864 4.1431
98 H -0.9409 -6.2611 1.4343
99 H -0.4345 -5.7587 3.0471
100 H 0.4104 -5.1466 1.6168
101 H -3.7457 -6.2269 -1.6169
102 H -3.0394 -6.1994 -0.0026
103 H -2.4629 -7.3523 -1.1872
104 H -2.9285 -4.2485 -3.4452
105 H -1.8705 -5.5014 -4.0830
106 H -1.2166 -3.8895 -3.7936
107 H -0.1095 -7.1525 -1.0482
108 H 0.9279 -5.7104 -1.0724
109 H 0.4455 -6.4625 -2.5839
110 C 3.3638 -2.8274 -2.9252
111 S 1.6975 -2.9697 -2.3234
112 O 0.9549 -3.5937 -3.3865
113 O 1.2031 -1.5463 -2.0556
114 O 1.7823 -3.7023 -1.0750
115 H 3.3312 -2.6500 -3.9972
116 H 3.8441 -3.7792 -2.7144
117 H 3.9020 -2.0324 -2.4199

Kohn-Sham gap	5.93	eV
charge	+1
E_HOMO	-9.39	eV
E	-306507.6559	eV



11.
C19H24FN2O3PS | ωB97M-V/def2-TZVPD

Positions of all 51 atoms, in Å:
1 C -3.3193 -1.5169 0.2824
2 C -3.8472 -0.0906 0.1072
3 C -3.6034 0.4242 -1.2861
4 C -4.6549 0.4841 -2.1899
5 C -4.4687 0.9160 -3.4907
6 C -3.2099 1.3122 -3.9062
7 C -2.1483 1.2698 -3.0238
8 C -2.3318 0.8117 -1.7240
9 N -1.2542 0.8073 -0.8241
10 C 0.0061 0.3831 -1.0886
11 S 0.4175 -0.4328 -2.4682
12 N 0.9752 0.6762 -0.1731
13 C 0.6537 1.2511 1.1250
14 C 1.8601 1.9276 1.7209
15 C 2.4294 1.4677 2.9012
16 C 3.5356 2.0982 3.4427
17 C 4.0666 3.1910 2.7826
18 F 5.1434 3.8109 3.3041
19 C 3.5246 3.6660 1.6011
20 C 2.4170 3.0277 1.0767
21 C 2.1199 -0.1941 -0.2014
22 P 1.4992 -1.8920 0.2037
23 O 0.0668 -1.9803 0.5219
24 O 2.4666 -2.1695 1.4629
25 C 2.2342 -3.3504 2.2125
26 O 2.0184 -2.9993 -0.8319
27 C 1.1416 -3.5524 -1.8003
28 H -2.2409 -1.5682 0.1575
29 H -3.5651 -1.8885 1.2750
30 H -3.7772 -2.1725 -0.4546
31 H -4.9229 -0.0864 0.2969
32 H -3.3902 0.5682 0.8540
33 H -5.6398 0.1797 -1.8647
34 H -5.3039 0.9462 -4.1742
35 H -3.0521 1.6605 -4.9155
36 H -1.1669 1.5846 -3.3390
37 H -1.5294 0.7931 0.1484
38 H -0.1226 2.0083 0.9779
39 H 0.2842 0.4718 1.8057
40 H 2.0081 0.6070 3.3989
41 H 3.9868 1.7535 4.3593
42 H 3.9668 4.5196 1.1127
43 H 1.9798 3.3796 0.1546
44 H 2.5893 -0.1740 -1.1852
45 H 2.8420 0.1053 0.5557
46 H 2.7213 -3.2151 3.1778
47 H 2.6582 -4.2170 1.7027
48 H 1.1618 -3.5061 2.3531
49 H 1.4126 -4.6014 -1.9162
50 H 0.1057 -3.4667 -1.4675
51 H 1.2562 -3.0282 -2.7496

Kohn-Sham gap	8.69	eV
E_HOMO	-8.08	eV
E	-52059.3070	eV



12.
C8H20Cl8N2O2P | ωB97M-V/def2-TZVPD

Positions of all 41 atoms, in Å:
1 N 2.0995 0.9761 2.6602
2 P 1.6069 0.7257 1.2305
3 O 2.3662 1.6700 0.1938
4 O 1.9203 -0.7851 0.7856
5 C -0.1667 1.1582 1.0366
6 C -0.5989 0.5689 -0.3555
7 C -1.2517 -0.7714 0.0018
8 C -1.7742 -0.7238 1.4352
9 N -1.1322 0.5239 1.9610
10 H 2.5029 0.1261 3.0193
11 H 2.4091 1.2196 -0.6470
12 H 1.9121 -0.8934 -0.1702
13 H -0.3048 2.2065 1.1672
14 H -1.2026 1.3304 -0.8000
15 H 0.2882 0.4201 -0.9231
16 H -0.4109 -1.4386 0.0866
17 H -1.9194 -1.2242 -0.6949
18 H -2.8375 -0.6594 1.4810
19 H -1.4812 -1.5536 2.0405
20 H -0.9092 0.4571 2.9542
21 H -1.9067 1.1761 1.9588
22 C 2.0098 -0.7949 -3.6847
23 Cl 0.4107 -1.2711 -3.1395
24 Cl 2.9609 -0.0465 -2.3764
25 H 2.5461 -1.6682 -4.0304
26 H 1.8981 -0.0792 -4.4900
27 C 3.3923 2.9595 5.5783
28 Cl 3.9615 4.5338 5.0114
29 Cl 4.5883 2.1674 6.6109
30 H 2.4825 3.1031 6.1461
31 H 3.2007 2.3310 4.7172
32 C -3.1911 -4.4242 -0.9182
33 Cl -1.7132 -4.5544 -1.8765
34 Cl -2.8415 -4.3449 0.8164
35 H -3.7143 -3.5221 -1.2066
36 H -3.8099 -5.2901 -1.1109
37 C -2.3419 1.3963 -4.9643
38 Cl -3.0610 -0.2162 -4.9007
39 Cl -0.7932 1.4457 -4.1058
40 H -2.1749 1.6658 -5.9982
41 H -3.0191 2.0998 -4.4995

Kohn-Sham gap	9.06	eV
charge	+1
E_HOMO	-12.27	eV
E	-125158.3103	eV



13.
C5H12N | ωB97M-V/def2-TZVPD

Positions of all 18 atoms, in Å:
1 C 1.1227 -1.3461 -1.2108
2 C 1.4061 -0.1397 -0.7237
3 C 1.2323 0.2988 0.7014
4 C -0.1552 0.0617 1.2753
5 C -1.2435 0.9242 0.6043
6 N -1.7802 0.1521 -0.5968
7 H 1.0730 -2.3029 -0.6968
8 H 0.9659 -1.4721 -2.2797
9 H 1.7092 0.6144 -1.4450
10 H 1.4455 1.3689 0.7689
11 H 1.9501 -0.0725 1.4376
12 H -0.4608 -0.9895 1.2152
13 H -0.1945 0.2611 2.3478
14 H -2.0860 1.0421 1.2773
15 H -0.7547 1.8101 0.2122
16 H -1.0574 -0.5077 -0.9190
17 H -2.0127 0.7207 -1.4160
18 H -2.6502 -0.3395 -0.3870

Kohn-Sham gap	10.30	eV
charge	+1
E_HOMO	-13.77	eV
E	-6862.1901	eV